# 1
# C4H10N

2 unconnected molecules or ions with the total composition C4H10N (wB97M-V/def2-TZVPD, the Open Molecules 2025 dataset).

ORCA input file:
```
! wB97M-V def2-TZVPD RIJCOSX def2/J DEFGRID3
* xyz 1 1
C -2.1564 -0.7583 -0.6956
C -2.2196 0.3967 0.2606
C -0.7735 0.7202 0.5668
C 0.2174 -0.1123 0.4449
N 4.0162 -0.0772 -0.1883
H -1.3203 -1.4907 -0.4930
H -3.1005 -1.3212 -0.8240
H -1.8308 -0.4105 -1.6693
H -2.6083 1.2615 -0.3246
H -2.8579 0.2126 1.1447
H -0.5069 1.7520 0.8324
H 1.2225 0.3586 0.3915
H 3.0368 -0.2753 -0.2748
H 4.6457 -0.7349 0.2478
H 4.3725 0.0136 -1.1340
*
```

Properties
Total energy, eV: -5787.154
Molar mass, g mol⁻¹: 72.13
ΔE to the lowest compared entry with this formula, charge and spin, kJ/mol: 646.82
E_HOMO, Ha: -0.4909
Orbital gap, eV: 4.144
LUMO, eV: -9.21


# 2
# C4H10N

A gas-phase ion, C4H10N (charge +1) (wB97M-V/def2-TZVPD, the Open Molecules 2025 dataset).

ORCA input file:
```
! wB97M-V def2-TZVPD RIJCOSX def2/J DEFGRID3
* xyz 1 1
C 0.1012 -1.3801 -1.2144
C 0.1486 0.1605 -1.0389
C 0.1596 0.5998 0.3797
C 1.0555 1.3136 1.0208
N -1.0224 0.1121 1.1662
H 1.0742 -1.7344 -1.5435
H -0.0567 -1.9559 -0.3025
H -0.7071 -1.6539 -1.8852
H 0.9647 0.5724 -1.6330
H -0.7273 0.6147 -1.5319
H 1.8511 1.8199 0.4899
H 1.0774 1.5534 2.0746
H -1.2634 0.7590 1.9182
H -0.8298 -0.8106 1.5623
H -1.8258 0.0296 0.5377
*
```

Properties
Total energy, eV: -5792.785
Molar mass, g mol⁻¹: 72.13
ΔE to the lowest compared entry with this formula, charge and spin, kJ/mol: 103.49
E_HOMO, Ha: -0.5506
Orbital gap, eV: 11.241
SMILES string: C=C([NH3+])CC
LUMO, eV: -3.74


# 3
# C4H10N

2 unconnected molecules or ions with the total composition C4H10N (wB97M-V/def2-TZVPD, the Open Molecules 2025 dataset).

ORCA input file:
```
! wB97M-V def2-TZVPD RIJCOSX def2/J DEFGRID3
* xyz 1 1
C 0.4593 -1.0999 -0.4790
C -0.2849 -0.3478 0.5671
C -2.9103 0.1550 -0.0294
C 2.1510 0.5331 0.2907
N 0.7874 0.2672 -0.2504
H 1.3066 -1.7790 -0.3016
H 0.1419 -1.3064 -1.4829
H -0.3338 -0.6072 1.5891
H -2.3458 1.1235 0.2503
H -3.3128 -0.5464 0.7246
H -3.1331 -0.1201 -1.0893
H 2.3466 1.5983 0.6822
H 2.2454 -0.2128 1.1603
H 2.7489 0.2958 -0.5272
H 0.6491 0.8464 -1.1154
*
```

Properties
Total energy, eV: -5787.543
Molar mass, g mol⁻¹: 72.13
ΔE to the lowest compared entry with this formula, charge and spin, kJ/mol: 609.34
E_HOMO (spin up / spin down), Ha: -0.4832 / -0.5212
Orbital gap (spin up / spin down), eV: 7.760 / 10.024
LUMO (spin up / spin down), eV: -5.39 / -4.16


# 4
# C4H10N

2 unconnected molecules or ions with the total composition C4H10N (wB97M-V/def2-TZVPD, the Open Molecules 2025 dataset).

ORCA input file:
```
! wB97M-V def2-TZVPD RIJCOSX def2/J DEFGRID3
* xyz 1 1
C -0.8734 -1.5044 1.5550
C 0.6921 0.2800 1.0009
N 0.3738 -0.9527 1.0120
H -0.6302 -2.2399 2.3150
H -1.4079 -1.9936 0.7448
H -1.4587 -0.6928 1.9744
H 0.0304 0.9913 1.4710
H 1.6252 0.5606 0.5425
H 0.9997 -1.6226 0.5734
C -0.3776 1.6132 -1.6520
C 0.5946 0.7788 -2.0222
H -0.1660 2.6448 -1.4058
H -1.4042 1.2708 -1.6672
H 1.6446 1.0419 -1.9614
H 0.3575 -0.1755 -2.4805
*
```

Properties
Total energy, eV: -5791.882
Molar mass, g mol⁻¹: 72.13
ΔE to the lowest compared entry with this formula, charge and spin, kJ/mol: 190.61
E_HOMO, Ha: -0.5166
Orbital gap, eV: 9.158
LUMO, eV: -4.90


# 5
# C4H10N

2 unconnected molecules or ions with the total composition C4H10N (wB97M-V/def2-TZVPD, the Open Molecules 2025 dataset).

ORCA input file:
```
! wB97M-V def2-TZVPD RIJCOSX def2/J DEFGRID3
* xyz 1 1
C -0.7265 1.4700 -1.3236
C -1.0762 0.9122 0.0464
C 0.8542 -1.6165 1.8395
C 0.5295 -0.7169 -0.8417
N 0.2374 0.6567 -0.5663
H -1.2835 1.0563 -2.0922
H -0.5634 2.5684 -1.1640
H -1.0070 1.4911 0.9285
H -1.7779 0.0162 0.0313
H 1.8804 -1.6551 2.2319
H 0.2712 -0.7455 2.0648
H 0.5238 -2.4730 1.2690
H -0.4105 -1.1947 -1.1734
H 1.5432 -1.0871 -1.0887
H 1.0052 1.3180 -0.1614
*
```

Properties
Total energy, eV: -5787.796
Molar mass, g mol⁻¹: 72.13
ΔE to the lowest compared entry with this formula, charge and spin, kJ/mol: 584.89
E_HOMO (spin up / spin down), Ha: -0.4703 / -0.5066
Orbital gap (spin up / spin down), eV: 8.007 / 9.987
LUMO (spin up / spin down), eV: -4.79 / -3.80


# 6
# C4H10N

A gas-phase ion, C4H10N (charge +1) (wB97M-V/def2-TZVPD, the Open Molecules 2025 dataset).

ORCA input file:
```
! wB97M-V def2-TZVPD RIJCOSX def2/J DEFGRID3
* xyz 1 1
C -0.2463 -1.2555 0.1367
N -1.1835 -0.1240 -0.3726
C -0.3344 1.1382 -0.5878
C 0.8711 0.8568 0.3597
C 1.1105 -0.6583 0.2595
H -0.4762 -1.3731 1.2352
H -0.3263 -2.2294 -0.4078
H -1.9817 0.0004 0.3193
H -1.9201 -0.4125 -1.0242
H -1.0632 1.9535 -0.2951
H -0.0631 1.2085 -1.6779
H 1.6100 1.6288 0.2098
H 0.5720 1.2558 1.3917
H 1.6743 -1.1504 1.1380
H 1.7569 -0.8388 -0.6846
*
```

Properties
Total energy, eV: -5792.616
Molar mass, g mol⁻¹: 72.13
ΔE to the lowest compared entry with this formula, charge and spin, kJ/mol: 119.84
E_HOMO, Ha: -0.5845
Orbital gap, eV: 12.281
SMILES string: C1CC[NH2+]C1
LUMO, eV: -3.62


# 7
# C4H10N2

C4H10N2 in the gas phase (wB97M-V/def2-TZVPD, the Open Molecules 2025 dataset).

ORCA input file:
```
! wB97M-V def2-TZVPD RIJCOSX def2/J DEFGRID3
* xyz 0 1
C -0.9148 -0.6271 -0.3816
C 1.2511 0.5769 -1.0376
N -1.7635 0.5249 -0.0851
C 0.5545 -0.3060 -0.0355
N -1.4976 1.0885 1.1739
C 1.2433 -1.1208 0.7761
H -1.6023 1.2546 -0.7736
H -1.9368 0.4792 1.8624
H -0.3715 0.8904 1.2903
H -1.2654 -1.4515 0.2462
H -1.0381 -0.8717 -1.4397
H 0.9668 0.3232 -2.0582
H 0.9766 1.6198 -0.8700
H 2.3312 0.4963 -0.9606
H 2.3203 -1.0867 0.8327
H 0.7464 -1.7901 1.4603
*
```

Properties
Total energy, eV: -7288.275
Molar mass, g mol⁻¹: 86.14
ΔE to the lowest compared entry with this formula, charge and spin, kJ/mol: 226.26
E_HOMO, Ha: -0.3317
Orbital gap, eV: 9.905
SMILES string: C=C(C)CNN
LUMO, eV: 0.88


# 8
# C4H10N2

A molecular structure, C4H10N2 (wB97M-V/def2-TZVPD, the Open Molecules 2025 dataset).

ORCA input file:
```
! wB97M-V def2-TZVPD RIJCOSX def2/J DEFGRID3
* xyz 0 1
C -0.1499 1.6522 -1.3517
C -0.4112 -0.6187 -0.6048
C 0.3332 -1.0053 0.6756
C 0.9076 0.4235 0.5668
H 0.6317 2.4732 -1.1886
H -0.4079 1.5531 -2.4316
H -1.1683 1.9899 -0.9369
H -1.4271 -0.3396 -0.3684
H -0.5313 -1.2690 -1.4673
H 1.0679 -1.7845 0.3435
H -0.0442 -1.8299 2.5882
H -1.2713 -2.1017 1.4695
H 2.0770 0.5225 0.5163
H 0.4839 1.1595 1.2612
N 0.4530 0.5046 -0.8097
N -0.5433 -1.3300 1.7379
*
```

Properties
Total energy, eV: -7288.299
Molar mass, g mol⁻¹: 86.14
ΔE to the lowest compared entry with this formula, charge and spin, kJ/mol: 223.90
E_HOMO, Ha: -0.3086
Orbital gap, eV: 9.460
LUMO, eV: 1.06